17
Properties=species:S:1:pos:R:3:forces:R:3:lowdin_charge:R:1 method="wB97M-V/def2-TZVPD" multiplicity=2 homo_ha="-0.371 / -0.370" e_above_lowest_kj_mol=0.0
C 1.58042 -0.44836 0.42793 -0.1 -0.9 0.2 -1.0854
C 0.79648 -1.53578 0.27242 0.4 0.8 -0.1 -0.3472
C -0.12223 -1.92542 1.36730 -0.6 -0.4 0.3 -0.2347
O -0.86813 -2.87775 1.28642 0.4 0.4 0.0 0.0617
Cl 2.76698 -0.02107 -0.74764 -0.1 0.1 0.0 0.6741
Cl 1.66815 0.51039 1.86179 -0.1 0.1 -0.2 0.6704
C 0.83836 -2.37871 -0.96738 0.0 -0.1 -0.2 -0.0643
H -0.10001 -1.30808 2.28560 0.0 -0.1 -0.2 0.0981
H -0.00274 -3.07970 -0.96459 0.2 0.2 0.0 0.0833
H 0.78673 -1.75855 -1.87199 0.0 -0.2 0.2 0.0718
H 1.77502 -2.95371 -1.00974 -0.2 0.1 0.0 0.0943
C -0.06932 1.83349 -1.52994 0.4 0.0 -0.4 0.1636
H 0.72762 2.53442 -1.29524 -0.3 -0.3 0.0 0.0942
H -0.02338 1.02776 -2.25870 0.0 0.3 0.3 0.0923
N -1.30523 2.05312 -0.91283 -0.7 0.0 0.5 -0.4659
O -1.40278 2.98661 -0.11879 0.3 -0.1 -0.2 0.0468
O -2.22810 1.28324 -1.17484 0.3 0.0 -0.2 0.0468

103
Properties=species:S:1:pos:R:3:forces:R:3:lowdin_charge:R:1 method="wB97M-V/def2-TZVPD" total_charge=-1 multiplicity=1 homo_ha=-0.140
C -2.03303 3.41030 2.50375 0.3 0.5 -0.3 -0.0439
C -0.88275 3.83433 1.89514 -0.7 -0.7 0.3 -0.2865
C 0.06268 2.89993 1.25600 -0.6 0.5 -1.3 -0.2403
Ga -0.81251 2.25863 -0.49588 0.5 1.5 -0.1 0.4764
C 0.24866 2.83711 -2.13779 0.0 -0.6 -0.1 -0.2196
C 1.17008 1.86475 -2.80567 0.6 -0.1 -0.1 -0.2603
C 2.54973 1.94948 -2.53433 0.2 -0.7 -0.5 -0.0366
C 3.47088 1.10519 -3.15757 -0.3 0.0 -0.3 -0.1035
C 3.04846 0.15521 -4.08883 -0.9 0.4 0.4 -0.1087
C 1.68084 0.04877 -4.35569 0.6 0.2 0.2 -0.0460
C 0.74982 0.88515 -3.72361 0.0 -0.1 -0.2 -0.2261
C -0.71440 0.72219 -4.08860 0.7 0.2 0.4 -0.0361
S -1.32378 -0.07057 -0.39533 -1.3 0.4 0.9 0.5387
O -2.58636 -0.30688 -1.06325 0.4 -0.4 -0.6 -0.4069
O -1.37590 -0.45259 1.00629 0.7 -0.4 -0.1 -0.4196
F -0.22965 -1.08583 -1.05579 -0.1 -0.2 0.0 -0.2843
H -2.73259 2.77647 1.97484 0.6 -1.4 0.4 0.0254
H -2.24792 3.68001 3.52676 -0.8 1.2 -0.4 0.0104
H -0.68391 4.90180 1.83053 0.9 0.1 1.2 0.0792
H 0.26427 2.08635 1.93444 0.1 -0.2 0.1 0.0498
H 0.96618 3.45625 1.00239 0.0 -0.5 -0.1 0.0179
H -2.23554 2.97744 -0.59774 -0.1 -0.5 0.0 -0.0178
H -0.46348 3.23309 -2.85886 -0.2 0.1 0.0 0.0461
H 0.86310 3.65997 -1.78638 0.0 0.2 0.2 0.0260
H 2.92937 2.68304 -1.83923 -0.1 0.2 0.1 0.0888
H 4.53009 1.18065 -2.97622 0.0 0.2 0.2 0.0695
H 3.75221 -0.48879 -4.59474 0.1 0.0 -0.1 0.0908
H 1.37094 -0.68246 -5.09564 -0.2 0.3 0.3 0.0694
H -1.03507 -0.28422 -3.83669 -0.2 -0.1 -0.1 0.0740
H -1.31379 1.42605 -3.52484 -0.3 0.0 0.0 0.0532
H -0.83374 0.91311 -5.15053 -0.2 -0.1 -0.2 0.0790
O 5.98113 -0.19117 -2.15410 0.4 0.0 0.2 0.1138
C 5.66606 -1.14762 -1.51593 -0.1 -0.2 -0.3 -0.4713
O 6.06363 -1.33951 -0.22967 0.0 0.0 0.1 0.0235
C 5.60951 -2.61718 0.24096 -0.1 -0.1 0.0 -0.1653
C 4.42938 -2.97921 -0.65282 0.0 0.0 -0.1 -0.1536
C 4.82094 -2.31984 -1.97367 -0.3 -0.1 0.4 -0.0668
H 6.43271 -3.33129 0.15087 0.0 0.0 0.0 0.1210
H 5.33529 -2.52818 1.28972 0.1 0.1 0.0 0.1212
H 4.25634 -4.05208 -0.72229 0.1 0.0 0.0 0.1098
H 3.51961 -2.51506 -0.26994 0.0 0.0 0.0 0.1196
H 5.43856 -2.97103 -2.59497 0.0 0.0 -0.1 0.1306
H 3.96097 -1.96938 -2.53940 0.1 0.1 -0.2 0.1106
O 0.41448 -1.83317 -6.56277 -0.1 -0.1 -0.1 0.1036
C 0.27533 -2.89755 -6.03026 0.0 -0.1 -0.5 -0.4887
O 0.86177 -3.22187 -4.86628 0.1 -0.1 0.1 0.0293
C 0.61122 -4.60815 -4.54185 0.1 0.0 0.2 -0.1466
C -0.64373 -4.97193 -5.31828 -0.1 0.0 -0.2 -0.1532
C -0.51310 -4.08492 -6.55621 -0.2 -0.2 0.5 -0.0747
H 1.47847 -5.19575 -4.85805 0.0 0.0 -0.1 0.1282
H 0.48282 -4.71801 -3.46832 0.1 0.3 -0.3 0.0851
H -0.71799 -6.03505 -5.53762 0.1 0.0 0.0 0.1138
H -1.52660 -4.68501 -4.74561 0.0 0.0 0.0 0.1205
H 0.07054 -4.56566 -7.34319 0.0 0.1 -0.1 0.1259
H -1.47192 -3.76044 -6.95053 0.1 0.1 -0.2 0.1214
O -6.27842 -0.87508 4.76101 0.0 0.0 0.2 0.0968
C -5.38957 -1.18948 4.01876 -0.2 0.1 -0.2 -0.5005
O -4.10188 -0.88707 4.26032 0.1 -0.1 0.1 0.0110
C -3.26659 -1.29665 3.14448 0.0 0.0 -0.2 -0.1432
C -4.06969 -2.37694 2.43936 -0.1 -0.1 0.0 -0.1508
C -5.50606 -1.92155 2.69393 0.4 -0.3 0.1 -0.0719
H -3.08523 -0.43760 2.50461 0.0 0.0 0.0 0.1045
H -2.31442 -1.65029 3.52751 0.0 0.1 0.1 0.1242
H -3.80968 -2.47353 1.38839 0.1 0.1 0.0 0.1127
H -3.90428 -3.34412 2.92244 0.0 0.0 0.0 0.1115
H -5.85289 -1.21731 1.93673 -0.1 0.0 0.0 0.1339
H -6.20266 -2.75126 2.77798 -0.2 0.1 0.0 0.1184
O 2.54793 4.43393 -0.02668 0.3 0.1 0.1 0.1136
C 2.30907 5.60203 -0.05540 -0.1 -0.1 -0.3 -0.4764
O 1.69969 6.25146 0.96647 0.1 0.1 0.1 0.0253
C 1.43774 7.61384 0.60389 0.0 0.1 -0.1 -0.1572
C 2.42554 7.92852 -0.51471 0.0 -0.1 -0.1 -0.1574
C 2.56882 6.56823 -1.19627 0.1 0.4 0.3 -0.0683
H 0.39912 7.68925 0.27417 0.0 0.0 0.0 0.1280
H 1.57400 8.24374 1.47982 0.0 -0.1 0.1 0.1222
H 2.08697 8.72597 -1.17376 -0.1 0.0 0.0 0.1110
H 3.38415 8.22880 -0.08840 0.0 0.0 0.0 0.1138
H 1.80847 6.40862 -1.96253 0.0 -0.1 0.0 0.1319
H 3.55695 6.40601 -1.61606 -0.1 -0.2 -0.1 0.1249
O -1.67686 4.79451 6.14035 0.1 0.0 0.0 0.1189
C -2.32669 3.83391 6.42963 -0.2 0.2 0.0 -0.4939
O -2.41244 2.73681 5.64552 0.0 0.0 0.3 0.0098
C -3.35284 1.79824 6.20118 0.0 -0.1 0.1 -0.1433
C -3.43635 2.14685 7.68178 0.0 0.1 0.1 -0.1554
C -3.19799 3.65426 7.66291 0.1 -0.5 0.1 -0.0798
H -4.30748 1.92030 5.68795 0.0 0.0 0.0 0.1321
H -2.99127 0.79141 6.02600 0.1 0.0 -0.2 0.1161
H -4.37742 1.84655 8.13861 0.0 0.0 -0.1 0.1130
H -2.62684 1.65534 8.22443 0.0 0.0 0.0 0.1146
H -4.12269 4.21443 7.51740 0.0 0.1 0.0 0.1277
H -2.68240 4.01236 8.54946 0.0 0.2 -0.1 0.1184
O -0.28705 -5.91561 -2.10864 0.0 -0.4 0.2 0.1050
C -0.20787 -5.98591 -0.91540 -0.3 0.2 -0.1 -0.4638
O 0.16072 -7.12272 -0.28023 0.1 0.0 0.1 0.0281
C 0.06594 -6.93863 1.14459 0.0 0.1 0.2 -0.1563
C 0.14322 -5.43258 1.35846 -0.1 0.1 0.0 -0.1460
C -0.51584 -4.89996 0.08760 0.4 -0.1 0.3 -0.0566
H -0.88404 -7.35872 1.48264 0.0 0.0 0.0 0.1245
H 0.87850 -7.47929 1.62417 0.0 -0.1 -0.1 0.1210
H -0.33320 -5.10445 2.27858 -0.1 0.0 0.0 0.1152
H 1.18638 -5.11559 1.38979 0.0 0.0 0.0 0.1159
H -1.59801 -4.81627 0.18475 -0.1 0.1 -0.1 0.1358
H -0.10287 -3.94962 -0.23429 -0.2 0.1 -0.2 0.1248

11
Properties=species:S:1:pos:R:3:forces:R:3:lowdin_charge:R:1 method="wB97M-V/def2-TZVPD" smiles="NP(=O)(C(=O)[O-])C(=O)[O-]" total_charge=-2 multiplicity=1 homo_ha=-0.004 e_above_lowest_kj_mol=120.1
C -1.58733 0.24132 0.83879 -0.2 -0.2 0.0 -0.8261
C 1.94214 0.53283 0.26238 -2.7 0.0 0.6 -0.8745
N 0.00167 -0.44178 -1.40867 -3.9 1.4 0.1 -0.2173
O -1.85139 0.55979 1.99248 0.5 0.4 1.1 -0.1101
O 1.92576 1.49340 -0.47870 0.3 1.5 -1.3 -0.0919
O -2.38340 0.14363 -0.11107 -0.3 -0.1 -0.8 -0.1475
O 2.71511 0.00940 1.00229 2.6 -1.0 1.5 -0.0535
O 0.23301 -2.05385 0.61384 -0.2 5.3 0.0 -0.5952
P 0.17931 -0.38838 0.30853 0.4 -6.4 -0.7 0.8176
H -1.13543 -0.68496 -1.32456 3.2 0.8 -0.8 0.0730
H -0.03945 0.58860 -1.69531 0.2 -1.6 0.3 0.0255

96
Properties=species:S:1:pos:R:3:forces:R:3:lowdin_charge:R:1 method="wB97M-V/def2-TZVPD" multiplicity=1 homo_ha=-0.367 e_above_lowest_kj_mol=275.4
Br -3.90391 -0.85821 6.84676 -0.5 -0.9 0.7 0.6616
C -2.68945 0.20662 5.84974 -1.6 0.1 -0.3 -0.8354
C -1.33978 -0.33861 5.70000 0.3 -0.6 -0.7 -0.6591
Br -0.62105 0.87595 4.40016 1.1 0.4 -0.7 0.7509
H -2.68022 1.13684 6.37268 0.2 0.7 0.2 0.0431
H -3.18321 0.34893 4.90363 0.0 0.1 -0.3 0.0295
H -1.23898 -1.35650 5.28793 -0.2 0.5 0.4 0.0802
H -0.82592 -0.18919 6.61414 0.9 -0.3 0.7 0.0556
Br -4.90777 -1.92337 -3.86024 -0.2 -0.8 0.6 0.6387
C -4.15296 -0.16231 -4.03947 -1.0 0.0 -1.1 -0.7376
C -3.49569 0.34909 -2.80700 0.0 0.7 2.1 -0.6516
Br -3.06414 2.27690 -3.05742 0.2 -0.6 0.0 0.6625
H -4.99624 0.37125 -4.55469 1.0 0.2 1.3 0.0737
H -3.43945 -0.33387 -4.79297 1.1 0.1 -0.9 0.0036
H -2.58793 -0.20176 -2.39306 -1.1 0.6 -1.2 0.0517
H -4.16008 0.41878 -1.92894 0.0 -0.3 -0.6 0.0519
Br 3.28437 -1.61698 0.60778 -0.2 0.2 0.0 0.6608
C 2.69634 -1.53997 2.45486 -1.1 -0.3 -0.2 -0.6631
C 2.85242 -2.87423 3.09492 1.3 -1.0 0.6 -0.7299
Br 1.53294 -4.14239 2.53856 -0.5 -0.4 -0.5 0.6584
H 1.61102 -1.28904 2.54043 0.9 0.1 -0.5 0.0462
H 3.26881 -0.77010 2.93147 0.4 0.3 0.3 0.0451
H 2.68319 -2.81619 4.13757 -0.5 0.5 1.2 0.0379
H 3.82615 -3.40884 3.08847 -0.4 0.7 -0.8 0.0767
Br 0.62521 1.99685 0.29699 0.0 0.2 -0.1 0.7212
C -0.85835 0.75862 0.07575 0.5 0.7 -0.7 -0.6901
C -0.47677 -0.50241 0.72328 1.3 -0.3 1.7 -0.8309
Br -1.93982 -1.64114 0.63794 -1.7 -1.5 -0.2 0.7375
H -0.97128 0.60224 -1.01436 -0.2 0.4 0.7 0.0315
H -1.71284 1.20252 0.57294 -0.2 0.1 -0.3 0.0604
H -0.22554 -0.44212 1.80170 -0.2 0.5 -0.7 -0.0014
H 0.35316 -1.00207 0.26596 0.4 -0.1 -0.5 -0.0030
Br 5.01237 -0.23853 -2.05947 -0.3 0.1 -0.1 0.5433
C 4.03409 1.42854 -1.51622 0.5 -1.3 0.0 -0.6873
C 4.17367 2.34845 -2.69083 0.3 0.2 -1.0 -0.7033
Br 2.98917 3.84259 -2.26150 -0.1 0.3 -0.2 0.6452
H 4.67363 1.68567 -0.66869 -0.9 0.4 0.1 0.0476
H 2.96022 1.14640 -1.30469 1.5 0.4 -0.1 0.0102
H 3.79840 1.79250 -3.60174 0.4 1.1 0.9 0.0695
H 5.18769 2.84281 -2.86683 -1.4 -1.2 0.3 0.0843
C 2.52805 5.39424 1.55114 0.7 -1.3 1.3 -0.0292
C 1.59163 4.69620 2.35199 1.2 1.8 -1.3 -0.0892
C 2.03781 3.71139 3.20620 -3.2 0.4 1.2 -0.0566
C 3.33012 3.37925 3.24584 1.7 -0.5 -0.6 -0.1885
C 4.29679 3.97831 2.45686 -0.4 0.8 -0.2 -0.0058
C 3.91864 5.03780 1.67044 -2.0 0.4 -0.8 -0.0473
N 3.74244 2.23522 4.00847 0.9 -1.0 0.2 -0.3484
O 4.93062 1.95416 3.97055 -0.1 -0.1 0.3 0.0684
O 2.91138 1.56263 4.58119 -0.3 0.0 0.2 0.0471
H 2.12430 6.17626 0.91957 0.5 0.0 -0.1 0.0858
H 0.58127 5.08401 2.28770 -0.1 -0.6 0.3 0.1084
H 1.31977 3.28788 3.92900 0.6 -0.1 -0.6 0.1064
H 5.31025 3.65927 2.43321 0.5 -0.3 0.3 0.1134
H 4.66458 5.52174 1.06999 0.1 0.3 -0.2 0.1000
C -1.53042 -6.10887 0.59135 -2.1 0.3 0.6 -0.0893
C -2.80775 -6.66741 0.83607 0.0 0.5 -0.3 -0.0609
C -2.90065 -7.99833 1.20730 -0.8 0.0 -0.8 -0.0094
C -1.70573 -8.72746 1.23419 -0.5 -0.4 0.1 -0.1441
C -0.45555 -8.21411 0.95634 -0.6 -0.1 0.2 0.0024
C -0.40593 -6.87024 0.65185 1.3 0.4 -0.1 -0.1024
N -1.76071 -10.16595 1.59322 1.9 2.6 0.7 -0.3810
O -0.76859 -10.55786 2.18084 -0.3 -1.0 -0.1 0.0738
O -2.75296 -10.74405 1.32732 -1.7 -1.8 -0.3 0.1142
H -1.48002 -5.04152 0.48533 0.2 0.3 -0.4 0.0779
H -3.74571 -6.07819 0.69011 1.1 -0.4 0.4 0.1221
H -3.93898 -8.40423 1.33237 1.5 -0.1 0.1 0.1383
H 0.41438 -8.85168 1.01145 0.0 0.1 0.0 0.1246
H 0.54129 -6.36735 0.48707 0.1 -0.2 0.0 0.0869
C -0.17964 -3.98145 -2.60909 -2.2 -0.9 0.1 -0.0870
C -1.01893 -3.56304 -3.64432 0.1 -0.5 0.0 -0.0558
C -0.96401 -2.27003 -4.08135 -0.3 0.6 -0.2 -0.0065
C -0.17106 -1.34661 -3.36410 -0.6 -1.1 -0.5 -0.1607
C 0.61151 -1.71484 -2.31138 0.2 -2.1 0.2 -0.0013
C 0.56773 -3.09258 -1.94936 2.3 1.2 2.2 -0.0791
N -0.14735 0.02978 -3.78755 1.8 -0.4 0.1 -0.3868
O 0.69147 0.75535 -3.32045 1.0 0.8 1.3 0.0638
O -0.84600 0.36313 -4.67594 -2.5 0.6 -2.2 0.0762
H -0.31395 -4.93184 -2.09904 0.1 -0.3 -0.7 0.1058
H -1.75552 -4.22380 -4.08059 0.2 -0.2 -0.2 0.1126
H -1.55511 -2.02362 -4.97292 0.3 0.4 0.7 0.1245
H 1.31171 -1.04752 -1.86997 0.2 0.5 0.5 0.0842
H 1.13061 -3.54594 -1.06637 -0.5 1.3 -1.2 0.1194
C -1.66365 5.28785 -4.07124 -0.8 0.8 -0.8 -0.1188
C -2.67343 6.11499 -3.57563 -0.7 -1.3 1.4 -0.0709
C -2.48931 6.73377 -2.35224 0.4 2.4 -0.3 -0.0053
C -1.21975 6.75841 -1.77364 -1.0 -1.9 -0.9 -0.1469
C -0.24723 5.94496 -2.32289 0.7 0.8 -0.1 -0.0145
C -0.40650 5.26969 -3.51465 -0.2 -0.5 0.5 -0.0613
N -1.04916 7.39683 -0.49158 -1.7 1.4 -0.3 -0.3474
O -1.97081 8.14513 -0.14319 1.1 -0.7 0.1 0.0662
O -0.04405 7.19411 0.12908 0.8 -0.2 0.7 0.0848
H -1.93363 4.76751 -4.95541 0.3 -0.7 -0.7 0.0919
H -3.71936 6.02971 -3.90865 0.8 0.3 -0.4 0.1191
H -3.19355 7.49154 -1.99319 -0.1 -0.8 0.2 0.1244
H 0.72814 5.92650 -1.92799 0.9 0.0 0.9 0.0744
H 0.43910 4.66721 -3.85895 -0.5 0.2 -0.2 0.0918

| no. | energy (a.u.) |
| --- | --- |
| 1 | -1394.79101 |
| 2 | -4840.52459 |
| 3 | -849.76526 |
| 4 | -27880.24333 |